Below is a cluster of 18 separate species, C25H82F5NO23S2 in total, with properties calculated with the ωB97M-V functional and the def2-TZVPD basis.

## Properties
calculated total energy = -111081.2782 eV
Kohn-Sham gap = 8.99 eV
multiplicity = 1
E_HOMO = -9.0693 eV

Each line ends with the Mulliken charge.
Positions of all 138 atoms, in Å:
N (1.790, 2.249, -2.393)  -0.602
C (1.057, 1.126, -3.057)  0.480
C (0.202, 0.244, -1.995)  0.209
C (-1.048, 1.114, -1.495)  -0.755
S (-2.600, 0.877, -2.461)  0.914
O (-2.466, 1.597, -3.778)  -0.601
O (-3.071, -0.541, -2.562)  -0.627
O (-0.145, -0.975, -2.680)  -0.278
C (0.682, -2.099, -2.293)  -0.118
C (-0.286, -3.193, -1.608)  -0.244
O (-0.108, -3.314, -0.175)  -0.297
C (-0.105, -2.038, 0.453)  -0.078
S (-0.581, -2.339, 2.250)  1.168
O (-0.946, -1.063, 2.972)  -0.707
O (-1.834, -3.187, 2.208)  -0.668
C (0.739, -3.287, 3.160)  0.413
F (1.181, -4.322, 2.316)  -0.203
F (0.161, -3.816, 4.328)  -0.203
C (2.024, -2.394, 3.539)  0.571
F (3.126, -3.294, 3.641)  -0.237
F (1.845, -1.678, 4.735)  -0.184
F (2.339, -1.459, 2.537)  -0.212
H (1.582, 2.146, -1.381)  0.247
H (2.810, 2.128, -2.446)  0.267
H (1.849, 0.448, -3.566)  -0.479
H (0.353, 1.484, -3.894)  0.121
H (0.892, 0.110, -1.096)  0.025
H (-0.748, 2.217, -1.624)  0.396
H (-1.197, 0.970, -0.366)  0.407
H (-3.604, 1.569, -1.755)  0.138
H (1.076, -2.560, -3.267)  0.111
H (1.599, -1.834, -1.679)  0.155
H (-1.359, -2.876, -1.872)  0.253
H (-0.087, -4.192, -2.133)  0.057
H (-0.881, -1.312, 0.051)  0.080
H (0.957, -1.616, 0.418)  0.127
C (3.779, -4.636, -4.022)  -0.529
O (2.463, -4.746, -3.501)  -0.322
H (4.425, -4.207, -3.257)  0.222
H (4.151, -5.626, -4.297)  0.325
H (3.776, -3.983, -4.899)  0.096
H (1.912, -5.128, -4.197)  0.219
C (-6.244, 3.869, -2.467)  -0.549
O (-4.961, 3.310, -2.728)  -0.396
H (-6.316, 4.105, -1.406)  0.208
H (-6.370, 4.785, -3.050)  0.256
H (-7.019, 3.147, -2.730)  0.242
H (-4.923, 3.111, -3.672)  0.237
C (-1.532, -1.264, 6.415)  -0.065
O (-2.848, -1.372, 6.939)  -0.547
H (-0.888, -0.811, 7.169)  0.236
H (-1.153, -2.259, 6.166)  0.212
H (-1.542, -0.636, 5.522)  -0.106
H (-3.395, -1.775, 6.255)  0.288
C (-3.304, 1.863, 5.292)  0.058
O (-3.760, 2.315, 4.021)  -0.532
H (-3.142, 2.728, 5.937)  0.310
H (-4.059, 1.213, 5.744)  0.313
H (-2.366, 1.320, 5.173)  -0.284
H (-3.895, 1.532, 3.474)  0.272
C (-8.376, 1.750, 0.282)  -0.494
O (-8.838, 2.230, -0.972)  -0.492
H (-8.216, 2.600, 0.946)  0.185
H (-9.123, 1.084, 0.721)  0.307
H (-7.432, 1.214, 0.147)  0.201
H (-8.971, 1.461, -1.541)  0.274
C (-6.830, 0.636, -4.552)  -0.264
O (-8.145, 0.517, -4.021)  -0.483
H (-6.183, 1.072, -3.791)  -0.127
H (-6.452, -0.352, -4.824)  0.324
H (-6.846, 1.287, -5.430)  0.315
H (-8.697, 0.130, -4.710)  0.274
C (5.077, -1.915, 1.328)  -0.365
O (4.960, -0.967, 0.279)  -0.357
H (4.167, -2.510, 1.375)  -0.187
H (5.928, -2.572, 1.130)  0.414
H (5.219, -1.396, 2.281)  0.320
H (5.782, -0.456, 0.263)  0.167
C (7.234, 2.529, 0.439)  -0.602
O (7.349, 1.149, 0.759)  -0.505
H (7.534, 2.678, -0.598)  0.192
H (6.196, 2.849, 0.565)  0.299
H (7.887, 3.113, 1.092)  0.317
H (7.077, 1.048, 1.679)  0.298
C (-6.807, 3.434, 5.198)  -0.249
O (-7.070, 4.698, 4.603)  -0.522
H (-7.671, 2.787, 5.046)  0.264
H (-5.929, 2.983, 4.730)  -0.011
H (-6.634, 3.562, 6.271)  0.271
H (-6.294, 5.250, 4.751)  0.287
C (3.623, -1.037, -5.762)  -0.486
O (2.307, -1.166, -5.241)  -0.337
H (4.264, -0.603, -4.995)  0.074
H (4.009, -2.021, -6.040)  0.250
H (3.612, -0.382, -6.637)  0.286
H (1.762, -1.551, -5.937)  0.234
C (0.532, 2.043, 4.160)  -0.122
O (-0.637, 1.271, 4.380)  -0.445
H (0.456, 2.970, 4.729)  0.401
H (1.408, 1.485, 4.494)  -0.143
H (0.620, 2.277, 3.096)  0.019
H (-0.540, 0.454, 3.861)  0.301
C (3.821, 1.888, 7.146)  -0.567
O (3.364, 2.335, 5.877)  -0.434
H (3.982, 2.755, 7.786)  0.243
H (3.069, 1.238, 7.602)  0.247
H (4.762, 1.344, 7.031)  0.263
H (3.229, 1.551, 5.332)  0.231
C (0.359, 5.358, 0.977)  -0.660
O (0.451, 3.977, 1.301)  -0.357
H (0.678, 5.498, -0.056)  0.204
H (-0.675, 5.695, 1.085)  0.302
H (1.010, 5.936, 1.638)  0.290
H (0.165, 3.879, 2.217)  0.239
C (-1.839, 4.095, -6.899)  -0.518
O (-1.747, 2.708, -6.618)  -0.466
H (-1.519, 4.268, -7.927)  0.227
H (-2.874, 4.429, -6.782)  0.226
H (-1.189, 4.654, -6.220)  0.238
H (-2.034, 2.582, -5.705)  0.365
C (5.555, 1.100, -2.708)  -0.476
O (5.267, 2.357, -3.304)  -0.520
H (4.699, 0.438, -2.845)  0.077
H (6.434, 0.659, -3.187)  0.459
H (5.739, 1.235, -1.639)  0.147
H (6.036, 2.922, -3.169)  0.301
C (0.854, -7.578, -2.452)  -0.478
O (0.401, -7.091, -3.707)  -0.503
H (1.025, -6.732, -1.786)  0.114
H (0.097, -8.234, -2.017)  0.332
H (1.790, -8.126, -2.587)  0.278
H (0.259, -7.858, -4.274)  0.280
C (5.139, -5.487, 2.193)  -0.431
O (4.769, -5.408, 0.824)  -0.457
H (6.207, -5.693, 2.259)  0.274
H (4.922, -4.536, 2.685)  0.066
H (4.584, -6.295, 2.676)  0.291
H (3.821, -5.227, 0.794)  0.275